(1)
Molecular formula: C10H20Cl10F4MgN2O8S4
Method: DFT, the ωB97M-V functional and the def2-TZVPD basis

Atoms and positions in Å:
Mg 2.943 -3.847 -1.140
N 0.827 -7.077 -2.520
S -0.459 -7.207 -3.323
O -1.696 -7.275 -2.550
O -0.415 -7.974 -4.577
F -0.297 -5.667 -3.784
S 1.018 -8.763 -2.370
O 2.049 -9.242 -3.336
O -0.185 -9.548 -2.048
F 1.931 -8.693 -1.045
N 1.737 -0.565 1.017
S 2.442 0.705 1.953
O 2.287 0.583 3.407
O 2.515 2.047 1.424
F 3.880 0.025 1.671
S 0.354 0.058 1.441
O 0.060 1.430 0.994
O -0.158 -0.334 2.737
F -0.531 -0.821 0.413
Cl -1.619 9.670 1.714
C -1.251 8.107 0.899
C -0.359 8.222 -0.268
Cl -1.003 9.164 -1.622
H -2.168 7.647 0.530
H -0.887 7.472 1.706
H -0.070 7.263 -0.699
H 0.480 8.826 0.074
Cl 7.728 2.883 -3.377
C 7.183 4.491 -3.907
C 8.326 5.486 -4.185
Cl 9.494 4.848 -5.344
H 6.556 4.932 -3.132
H 6.456 4.356 -4.708
H 8.854 5.643 -3.245
H 7.981 6.449 -4.561
Cl -2.468 -6.116 7.670
C -1.361 -6.801 6.433
C 0.022 -6.229 6.601
Cl 1.178 -7.047 5.522
H -1.827 -6.618 5.465
H -1.297 -7.853 6.708
H 0.424 -6.257 7.613
H 0.144 -5.156 6.452
Cl -7.215 -1.508 4.583
C -6.739 0.172 4.476
C -6.171 0.624 5.833
Cl -5.428 2.231 5.692
H -7.629 0.759 4.249
H -6.101 0.324 3.605
H -5.398 -0.083 6.136
H -7.053 0.581 6.472
Cl -0.205 1.734 -5.489
C -1.425 1.811 -6.838
C -2.886 1.942 -6.279
Cl -3.279 3.440 -5.429
H -1.304 1.005 -7.562
H -1.265 2.760 -7.351
H -3.154 1.079 -5.669
H -3.568 1.913 -7.129

As for the molecular weight: 879.37 g/mol. The LUMO energy comes out at -7.878 eV. For the energy above the lowest of the compared OMol25 structures with the same formula, charge and spin, the calculation gives 245.6 kcal per mole. As for the spin multiplicity: 1. The maximum force is 8.1 eV Å⁻¹. The HOMO energy is -10.32 eV. The value obtained for the total energy is -7898.25661 hartree. The gap between HOMO and LUMO comes out at 2.4 eV.

Atomic partial charges in e from the Mulliken method, atoms 1 to 5:
1 Mg 1.274
2 N -0.184
3 S 1.048
4 O -0.506
5 O -0.486

***

(2)
Molecular formula: C10H20ClInPb
Method: DFT, the ωB97M-V functional and the def2-TZVPD basis

Atoms and positions in Å:
In 0.045 -0.917 -0.917
Cl 0.261 1.539 -1.825
C -2.084 -1.428 -1.365
H -2.425 -2.273 -0.753
H -2.140 -1.669 -2.435
H -2.645 -0.516 -1.130
Pb 0.571 0.218 -4.193
C -1.329 1.198 -4.977
C 2.203 1.716 -4.564
C 0.799 -1.643 -2.827
H 2.936 1.619 -3.760
H 2.621 1.506 -5.555
H 1.751 2.718 -4.552
H -2.199 0.685 -4.551
H -1.302 2.255 -4.674
H -1.281 1.119 -6.075
H 0.029 -2.339 -3.209
H 1.800 -2.059 -2.945
C 1.399 -0.763 4.465
C 0.144 -0.191 3.803
C -1.105 -0.730 4.526
C 0.153 1.347 3.950
C 0.184 -0.534 2.378
C 0.269 -0.786 1.185
H 1.383 -0.592 5.547
H 2.304 -0.313 4.051
H 1.477 -1.838 4.287
H -1.043 -0.461 5.590
H -2.009 -0.279 4.108
H -1.213 -1.820 4.473
H 1.049 1.806 3.519
H -0.697 1.791 3.420
H 0.095 1.636 5.006

As for the molecular weight: 497.74 g/mol. The LUMO energy comes out at -1.041 eV. For the energy above the lowest of the compared OMol25 structures with the same formula, charge and spin, the calculation gives 0.0 kcal per mole. As for the spin multiplicity: 1. The maximum force is 1.9 eV Å⁻¹. The HOMO energy is -8.18 eV. The value obtained for the total energy is -1236.04068 hartree. The gap between HOMO and LUMO comes out at 7.1 eV.

Atomic partial charges in e from the Mulliken method, atoms 1 to 5:
1 In 0.699
2 Cl -0.478
3 C -1.172
4 H 0.302
5 H 0.252